Entry 1:
The following is a DFT calculation (ωB97M-V/def2-TZVPD) of 2 unconnected molecules or ions with the total composition C3H10S2 at a distorted geometry.

The strongest force on any atom comes out at 2.1 eV/Å. The LUMO energy is 0.039 Eh. Its total energy is -916.63513 a.u. For the energy relative to the best compared isomer or geometry (same formula, charge and spin), the calculation gives 18.1 kcal/mol. As for the SMILES: CCS.CS.

```
! wB97M-V def2-TZVPD RIJCOSX def2/J DEFGRID3
* xyz 0 1
C 5.57233 -3.43633 0.97326
S 6.46213 -2.03164 0.29916
H 5.72263 -3.60302 2.03032
H 5.72771 -4.32748 0.37480
H 4.49399 -3.26307 0.85315
H 6.26209 -1.02628 1.16065
C -4.28283 0.63746 0.60166
C -4.92218 1.15344 -0.72639
S -4.84586 2.94073 -0.88940
H -3.37234 1.20576 0.79012
H -4.96823 0.66771 1.43720
H -4.00546 -0.40749 0.42143
H -5.98581 0.94630 -0.62327
H -4.55340 0.48863 -1.49637
H -3.79372 3.07042 -1.69748
*
```

Entry 2:
The following is a DFT calculation (ωB97M-V/def2-TZVPD) of 2 unconnected molecules or ions with the total composition C3H10S2.

The strongest force on any atom comes out at 0.8 eV/Å. The LUMO energy is 0.029 Eh. Its total energy is -916.64458 a.u. For the energy relative to the best compared isomer or geometry (same formula, charge and spin), the calculation gives 12.2 kcal/mol. As for the SMILES: CCS.CS.

```
! wB97M-V def2-TZVPD RIJCOSX def2/J DEFGRID3
* xyz 0 1
C 0.37417 3.47500 -0.08996
S 1.13632 5.12514 -0.01188
H 0.65780 3.04851 -1.05237
H -0.70485 3.50923 0.00587
H 0.85662 2.83359 0.63328
H 1.41121 5.12151 1.29702
C -0.73043 -3.48279 -0.61984
C -0.09649 -2.43243 0.27494
S -0.57346 -0.73628 -0.26301
H -0.01175 -3.87729 -1.33156
H -1.08839 -4.32640 -0.02217
H -1.61947 -3.15304 -1.15933
H 0.98366 -2.49195 0.20712
H -0.45104 -2.50906 1.29588
H -0.14389 -0.10374 0.83601
*
```

Entry 3:
The following is a DFT calculation (ωB97M-V/def2-TZVPD) of 2 unconnected molecules or ions with the total composition C3H10S3 at a distorted geometry.

The strongest force on any atom comes out at 4.0 eV/Å. The LUMO energy is -0.043 Eh. Its total energy is -1314.75935 a.u. For the energy relative to the best compared isomer or geometry (same formula, charge and spin), the calculation gives 55.7 kcal/mol. As for the SMILES: CCS.CSS.

```
! wB97M-V def2-TZVPD RIJCOSX def2/J DEFGRID3
* xyz 0 1
C -0.63798 2.29016 2.16788
S -1.92734 1.85892 1.00169
S -1.96022 -0.24106 1.25428
H -0.53927 1.57613 2.97528
H 0.33815 2.26634 1.64578
H -0.81119 3.31207 2.47812
H -1.71314 -1.37131 2.00130
C -0.10134 -1.19289 -2.02553
C 1.14008 -1.47145 -1.19165
S 1.80189 -0.08379 -0.14539
H -0.74083 -0.41636 -1.56333
H 0.20919 -0.79414 -2.99787
H -0.65576 -2.13327 -2.06158
H 1.98002 -1.62803 -1.86836
H 0.97139 -2.38934 -0.62047
H 2.64633 0.41800 -1.05016
*
```

Question: Which formula does entry 3 have?
Answer: C3H10S3

Question: Which of these has the highest energy relative to the best compared isomer or geometry (same formula, charge and spin)?
Answer: C3H10S3